96
Properties=species:S:1:pos:R:3:mulliken_charge:R:1 method="wB97M-V/def2-TZVPD" spin_multiplicity=1 homo_lumo_gap_ev="5.628 / 5.630" lumo_ha="-0.389 / -0.389" homo_ha="-0.5955 / -0.5955" total_charge=+3 energy_ev=-89066.437
Pt 0.1567 -0.1821 -0.2185 2.850
C 0.8839 1.5283 4.1350 -1.641
C 1.0451 0.6643 2.9243 0.194
O 0.3868 0.9139 1.8724 -0.185
N 1.9253 -0.3210 2.9977 0.098
C 2.1560 -1.2707 1.9184 -1.321
C 2.9365 -0.6507 0.7869 1.321
C 4.3200 -0.6651 0.7806 -0.942
C 5.0085 -0.0699 -0.2631 -0.718
C 4.2892 0.5499 -1.2743 -1.397
C 2.9148 0.5444 -1.2084 -0.494
N 2.2476 -0.0482 -0.2071 0.542
H -0.1141 1.9594 4.1614 0.272
H 1.6099 2.3424 4.0833 0.313
H 1.0629 0.9673 5.0505 0.558
H 2.4582 -0.4224 3.8481 0.336
H 1.1920 -1.6021 1.5523 -0.179
H 2.6815 -2.1336 2.3183 0.826
H 4.8472 -1.1548 1.5884 0.621
H 6.0903 -0.0964 -0.2885 0.507
H 4.7887 1.0267 -2.1062 0.579
H 2.3191 1.0300 -1.9685 0.852
O -5.9180 -0.1569 -4.7511 -0.562
N -5.6244 0.2120 -3.6428 1.033
O -6.3682 0.7148 -2.8254 -0.577
C -4.1952 0.0733 -3.2503 -0.312
C -3.3035 -0.0428 -4.2546 -0.779
C -1.9012 -0.1577 -3.9814 1.433
C -0.9267 -0.3855 -4.9697 -1.064
C 0.3816 -0.5525 -4.5897 -1.290
C 0.7217 -0.4676 -3.2386 -0.533
N -0.1792 -0.1945 -2.3050 0.640
C -1.4793 -0.0712 -2.6599 -0.262
C -2.4175 0.0822 -1.6238 -0.689
N -1.8949 0.1746 -0.3887 0.535
C -2.6905 0.2113 0.6705 -0.663
C -4.0751 0.1509 0.5290 -1.717
C -4.6324 0.1014 -0.7287 -0.916
C -3.7923 0.0988 -1.8635 1.439
H -3.6564 -0.0751 -5.2772 0.684
H -1.2190 -0.4489 -6.0106 0.561
H 1.1557 -0.7554 -5.3160 0.549
H 1.7383 -0.6344 -2.9187 0.660
H -2.2105 0.2656 1.6367 1.256
H -4.6996 0.1347 1.4111 0.600
H -5.7039 0.0674 -0.8436 0.641
C -3.0004 5.5076 2.8458 -0.691
C -2.0812 6.1062 1.9939 -0.769
C -1.2326 5.3282 1.2179 -0.814
C -1.3243 3.9453 1.3206 0.895
C -2.2332 3.3313 2.1722 -0.205
C -3.0743 4.1249 2.9418 -1.041
Sb 0.0081 2.8918 0.0466 0.157
C 1.8572 3.7313 0.5765 1.503
C 2.8930 3.8333 -0.3527 -0.800
C 4.0752 4.4574 0.0152 -1.059
C 4.2318 4.9441 1.3083 -0.702
C 3.2026 4.8265 2.2348 -1.037
C 2.0124 4.2100 1.8771 -0.945
C -0.4545 3.7936 -1.8245 1.057
C -1.5782 3.3390 -2.5141 -0.837
C -1.9773 3.9972 -3.6675 -0.657
C -1.2499 5.0878 -4.1301 -0.754
C -0.1331 5.5324 -3.4368 -0.787
C 0.2838 4.8821 -2.2806 -0.691
H -3.6633 6.1235 3.4387 0.435
H -2.0200 7.1842 1.9249 0.461
H -0.5250 5.8026 0.5475 0.413
H -2.2887 2.2549 2.2453 0.646
H -3.7850 3.6622 3.6139 0.470
H 2.7736 3.4560 -1.3618 0.823
H 4.8745 4.5664 -0.7065 0.502
H 5.1620 5.4163 1.5953 0.458
H 3.3244 5.2198 3.2357 0.493
H 1.2014 4.1348 2.5919 0.823
H -2.1562 2.5016 -2.1441 0.851
H -2.8581 3.6628 -4.2011 0.493
H -1.5564 5.5938 -5.0358 0.449
H 0.4240 6.3903 -3.7899 0.473
H 1.1507 5.2460 -1.7455 0.489
O 0.6321 -3.4849 -2.7442 -0.649
S 1.0632 -3.5543 -1.3805 0.961
O 2.4621 -3.4703 -1.0797 -0.654
N 0.2903 -2.3273 -0.5408 -0.268
C -0.5110 -2.7717 0.4483 1.130
O -1.0398 -1.9377 1.2051 -0.730
C -0.5805 -4.2431 0.5080 -0.389
C -1.3093 -5.0309 1.3781 -0.416
C -1.1701 -6.4117 1.2774 -0.700
C -0.3149 -6.9801 0.3395 -0.579
C 0.4111 -6.1903 -0.5499 -0.863
C 0.2517 -4.8270 -0.4437 0.392
H -1.9617 -4.5852 2.1168 0.563
H -1.7276 -7.0530 1.9463 0.451
H -0.2035 -8.0551 0.2984 0.452
H 1.0726 -6.6332 -1.2822 0.535